No. 1
C4H4N2O | the ωB97M-V functional and the def2-TZVPD basis

```
11
Properties=species:S:1:pos:R:3:lowdin_charge:R:1
O 2.4601 -0.3353 -0.0626 -0.034
C 1.5908 0.6687 -0.0810 -0.101
C 0.1815 0.4628 0.2356 -0.173
C -1.1658 1.1675 0.0304 -0.007
C -2.0131 0.1086 -0.0685 -0.213
N -1.3949 -1.0387 -0.1007 -0.067
N -0.1773 -1.0093 0.0900 0.013
H 2.0119 -1.2902 0.3452 0.230
H 2.2220 1.6197 -0.3974 0.166
H -1.4322 2.2467 0.1453 0.105
H -3.0375 -0.0035 -0.2164 0.083
```

Output
LUMO level in eV: -0.516
Structure (SMILES): O/C=C1/C=CN=N1

No. 2
C5H9N3S | the ωB97M-V functional and the def2-TZVPD basis

```
18
Properties=species:S:1:pos:R:3:lowdin_charge:R:1
C -0.3600 0.7300 2.8884 -0.401
C 0.7554 1.3583 0.9170 -0.485
C -1.2742 -0.5207 -1.7250 -0.047
C 1.0251 -1.0716 -0.8355 -0.090
C 0.0578 0.0543 -1.1060 -0.351
N -0.9681 -0.0945 2.1593 -0.053
N -1.1065 0.0044 0.8540 0.009
N -0.1487 0.6596 0.2328 -0.219
S 0.1123 2.3493 2.1562 0.861
H -0.0549 0.6208 3.8899 0.048
H 1.7475 1.2386 0.4454 0.096
H -0.9591 -0.5886 -2.7732 0.077
H -1.4447 -1.5400 -1.3628 0.076
H -2.0735 0.1953 -1.5642 0.073
H 1.8985 -0.7979 -0.2350 0.063
H 1.6065 -1.4539 -1.8022 0.128
H 0.6094 -1.9190 -0.3491 0.064
H 0.5773 0.7757 -1.7899 0.150
```

Output
LUMO level in eV: 0.438

No. 3
BCd2H30O17P | the ωB97M-V functional and the def2-TZVPD basis

```
51
Properties=species:S:1:pos:R:3:lowdin_charge:R:1
Cd 1.6790 2.2968 3.6598 1.198
Cd -0.9107 -1.3808 -2.1269 1.566
P 0.5651 0.5999 0.5921 -0.145
O -0.2294 0.9803 1.8716 -0.424
O -0.1041 1.0713 -0.7207 -0.434
O 0.5523 -0.9002 0.2716 -0.404
O 1.8651 1.2741 0.9245 -0.384
B -1.2494 -4.6117 -2.5233 -0.397
H -1.1419 -5.4446 -3.2008 -0.059
H -0.2659 -4.2299 -2.2970 -0.107
H -1.8681 -3.8547 -2.9798 -0.123
H -1.7580 -4.9204 -1.6232 -0.077
O 1.3340 -1.1754 -4.0963 -0.081
H 1.3744 -1.4563 -5.0105 0.043
H 2.1577 -0.7097 -3.9517 0.046
O 5.7054 0.2198 1.0175 -0.048
H 4.7964 0.4352 1.2259 0.015
H 6.2214 0.8714 1.4923 0.031
O -3.0378 -1.3710 3.9929 -0.055
H -2.6808 -2.2563 3.9215 0.027
H -2.3998 -0.8179 3.5420 0.016
O -3.7584 -1.6315 -0.5425 -0.076
H -4.2855 -2.3934 -0.3015 0.042
H -4.0863 -0.9266 0.0159 0.034
O 0.0378 -4.4104 2.4514 -0.058
H 0.4253 -5.1888 2.0513 0.032
H 0.0954 -3.7379 1.7727 0.017
O 3.7612 -2.9385 0.2349 -0.052
H 2.9223 -2.5036 0.0823 0.007
H 4.3476 -2.2365 0.5172 0.011
O -3.7170 2.2192 -1.0000 -0.049
H -2.7911 1.9994 -1.1036 0.005
H -4.1259 1.9254 -1.8141 0.023
O 2.7670 -0.2476 4.8406 -0.137
H 2.3249 -1.0890 4.9538 0.044
H 3.5557 -0.3166 5.3785 0.034
O -3.4772 3.3147 2.8142 -0.055
H -3.7958 3.5072 1.9324 0.023
H -2.6682 2.8224 2.6749 0.013
O -0.6004 4.4977 -3.1916 -0.051
H -0.3421 3.8096 -2.5784 0.019
H -0.9672 4.0270 -3.9400 0.022
O -2.8605 -0.2465 -4.3013 -0.078
H -3.7334 -0.6114 -4.4465 0.045
H -2.6514 0.2077 -5.1175 0.040
O 0.4297 5.1954 2.8698 -0.113
H 0.3878 6.0125 3.3667 0.034
H -0.0811 5.3689 2.0791 0.040
O 4.0559 3.3089 -1.4401 -0.054
H 4.8200 2.7360 -1.3765 0.023
H 3.4060 2.9069 -0.8636 0.009
```

Output
LUMO level in eV: -4.510

No. 4
C32H35N7O3PbS2Si | the ωB97M-V functional and the def2-TZVPD basis

```
81
Properties=species:S:1:pos:R:3:lowdin_charge:R:1
Pb -0.7048 -1.4752 -2.1311 1.127
C 1.3924 4.6003 10.3764 -0.055
O 2.2725 3.7107 9.7211 -0.052
C 1.9186 3.1696 8.5610 -0.267
C 0.7090 3.4059 7.8911 0.007
C 0.4583 2.7831 6.6943 -0.007
C 1.3890 1.9067 6.1191 -0.164
C 2.5969 1.6654 6.7940 -0.019
C 2.8533 2.2883 7.9866 0.018
C 1.0531 1.2925 4.8637 -0.233
N -0.0684 1.5258 4.2042 0.193
C -0.0202 0.7708 3.0905 -0.164
C 1.1792 0.0341 3.0563 -0.122
N 1.8410 0.3846 4.1975 0.196
C 1.5083 -0.8291 1.9847 -0.052
C 2.6797 -1.6037 1.8936 0.040
C 2.9058 -2.3601 0.7672 -0.009
C 1.9651 -2.3232 -0.2634 -0.126
N 0.8444 -1.6340 -0.1873 -0.020
C 0.5761 -0.9072 0.9086 -0.148
C -0.6859 -0.2123 0.9763 -0.162
N -1.5779 -0.4190 -0.0033 -0.048
C -2.7355 0.2050 0.0112 -0.135
C -3.0927 1.1114 1.0088 0.001
C -2.2145 1.3308 2.0452 0.054
C -0.9882 0.6504 2.0552 -0.051
H 1.8945 4.8925 11.2967 0.102
H 0.4468 4.1053 10.6140 0.101
H 1.2060 5.4840 9.7601 0.102
H -0.0309 4.0713 8.3000 0.110
H -0.4677 2.9515 6.1696 0.113
H 3.3383 0.9914 6.3920 0.106
H 3.7742 2.1236 8.5193 0.126
H 2.7396 0.0538 4.5122 0.159
H 3.4025 -1.6016 2.6960 0.127
H 3.7891 -2.9726 0.6662 0.123
H 2.1145 -2.8697 -1.1811 0.088
H -3.4090 -0.0263 -0.8016 0.120
H -4.0465 1.6089 0.9618 0.123
H -2.4387 2.0095 2.8522 0.133
N -1.6485 -3.3976 -0.0778 0.006
N -2.1953 -4.5400 -0.6648 -0.059
C -2.7591 -4.5138 -1.8858 -0.815
N -3.2754 -5.6482 -2.3540 0.135
S -2.8630 -3.1249 -2.8403 0.659
H -0.8180 -3.6342 0.4572 0.105
H -2.3189 -2.9207 0.5249 0.111
H -2.3454 -5.3678 -0.0916 0.171
H -3.3053 -6.5035 -1.8224 0.133
H -3.6932 -5.6459 -3.2714 0.118
C 2.7048 -0.2456 -3.7577 -0.178
Si 2.4665 -2.0334 -4.3514 0.499
C 3.6454 -3.2951 -3.5409 -0.168
C 2.5225 -2.1363 -6.2620 -0.155
C 0.6939 -2.5804 -3.9114 -0.244
H 3.6019 0.1993 -4.1736 0.040
H 2.7815 -0.2002 -2.6758 0.020
H 1.8631 0.3714 -4.0574 -0.004
H 4.6081 -3.3010 -4.0454 0.040
H 3.2444 -4.3048 -3.6019 0.036
H 3.8374 -3.0694 -2.4956 0.006
H 3.5502 -2.0300 -6.5940 0.039
H 1.9380 -1.3458 -6.7171 0.035
H 2.1499 -3.0852 -6.6297 0.034
H 0.5857 -3.6254 -3.6471 -0.001
H -0.0341 -2.3297 -4.6738 -0.008
O -4.1215 4.4026 -7.4939 0.150
C -4.2653 3.1700 -7.0100 -0.488
O -5.0827 2.4124 -7.4505 0.139
C -3.3672 2.7412 -5.8844 -0.114
C -2.8189 3.6044 -4.9365 -0.007
C -2.0370 3.0966 -3.9173 -0.099
C -1.7533 1.7268 -3.8546 -0.657
S -0.6157 1.1687 -2.6501 0.642
C -2.3260 0.8633 -4.7899 -0.109
C -3.1346 1.3669 -5.7802 0.002
H -3.4150 4.9195 -7.0869 0.114
H -3.0210 4.6673 -4.9602 0.125
H -1.6139 3.7595 -3.1793 0.107
H -2.1328 -0.1966 -4.7271 0.077
H -3.5997 0.7115 -6.5009 0.129
```

Output
LUMO level in eV: -7.767
Charge: +2

No. 5
C3H2N3O8 | the ωB97M-V functional and the def2-TZVPD basis

```
16
Properties=species:S:1:pos:R:3:lowdin_charge:R:1
C 1.3437 0.5911 0.2330 -0.556
C 1.0723 -0.7772 0.6293 0.036
C -0.9559 -1.0525 -0.1446 0.073
N -1.1048 -0.3795 -1.3643 -0.370
N 0.3577 2.8459 0.6123 -0.431
N -1.2568 -2.3140 0.1134 -0.436
O 2.2179 1.0053 -0.4462 0.094
O -1.7786 -0.9507 -2.2586 0.001
O -0.3704 3.4262 1.3734 0.084
O -0.6038 -2.9322 0.9289 0.048
O 0.4111 1.5113 0.8169 0.046
O -0.5469 0.6968 -1.5696 0.033
O 0.9211 3.3305 -0.3200 0.123
O -2.2838 -2.7445 -0.3416 0.082
H 1.7092 -1.4859 0.0552 0.105
H 0.8680 -0.7708 1.6826 0.068
```

Output
LUMO level (alpha / beta) in eV: 3.058 / 0.847
Spin multiplicity: 3
Charge: -1

No. 6
C5H5N | the ωB97M-V functional and the def2-TZVPD basis

```
11
Properties=species:S:1:pos:R:3:lowdin_charge:R:1
C 1.1621 -1.4738 1.3700 -0.323
C 1.1594 -1.3137 2.7642 0.139
C 0.4931 -0.6513 0.3203 -0.337
C -0.5918 0.7678 -1.2531 -0.079
C -0.3378 0.4947 0.2616 -0.161
N 1.2402 -1.5204 -0.1447 0.245
H -1.1853 1.7833 -1.3481 0.119
H -1.0269 -0.1640 -1.6569 0.087
H 0.3629 0.8927 -1.7639 0.066
H -1.3146 0.0460 0.5062 0.147
H 0.0386 1.1388 0.9445 0.097
```

Output
LUMO level in eV: -0.067

No. 7
C48H49N9O16 | the ωB97M-V functional and the def2-TZVPD basis

```
122
Properties=species:S:1:pos:R:3:lowdin_charge:R:1
O -10.5073 3.7556 57.6661 0.081
N -10.0515 4.8792 57.8567 -0.381
O -10.7545 5.8718 57.8286 0.069
C -8.5975 5.1013 57.9494 -0.113
C -7.6665 3.9705 58.4499 0.052
C -6.2058 4.3107 58.8733 0.008
C -5.6965 5.7214 58.4473 -0.059
C -6.5253 6.7235 57.9391 -0.089
C -7.8836 6.3889 57.6261 0.021
H -8.1960 3.0914 58.7366 0.067
H -5.5176 3.6533 59.4273 0.067
H -4.6440 5.9870 58.8944 0.117
H -6.2083 7.6492 57.8996 0.040
H -8.7543 7.1005 57.3666 0.130
O -0.1179 9.4795 62.7090 0.048
N 0.9056 9.5927 63.4340 -0.321
O 1.0218 10.4134 64.4275 0.038
C 2.0852 8.9812 63.0186 -0.118
C 3.3460 8.9286 63.8542 0.140
C 4.6871 8.0707 63.2552 0.033
C 4.5578 7.5026 61.9660 -0.158
C 3.3987 7.4462 61.2820 -0.088
C 2.1596 8.2826 61.6098 0.116
H 3.3544 9.4367 64.7782 0.061
H 5.4349 7.9539 63.9151 0.028
H 5.4441 6.9285 61.3498 0.161
H 3.1358 7.1403 60.3402 0.058
H 1.4531 8.2748 60.9378 0.006
O -4.6679 -2.4640 60.9936 0.030
N -4.9006 -1.2490 60.7014 -0.368
O -5.5655 -1.0021 59.7303 0.086
C -4.0843 -0.1784 61.2649 -0.081
C -4.7008 1.2213 61.4367 0.074
C -3.9910 2.3421 62.2497 0.036
C -2.6160 1.9876 62.8609 -0.103
C -1.9783 0.7787 62.7243 -0.075
C -2.7567 -0.4554 62.0366 0.081
H -5.4304 1.4456 60.9945 -0.060
H -4.2722 3.3774 62.1939 0.050
H -2.1331 2.8025 63.4171 0.093
H -0.9674 0.5482 63.0628 0.084
H -2.1741 -1.5371 61.9374 0.149
O -1.3195 14.9305 59.2045 0.054
N -1.4646 13.9697 59.9968 -0.333
O -1.3751 14.0168 61.2512 0.046
C -1.8077 12.6289 59.4828 -0.116
C -2.5605 12.6940 58.1182 0.074
C -3.3543 11.3657 57.6533 0.040
C -2.9102 10.0431 58.4755 -0.072
C -2.2460 10.1238 59.6546 -0.108
C -1.6647 11.3738 60.1821 0.030
H -2.8805 13.4861 57.5922 0.023
H -3.8875 11.3031 56.6360 0.087
H -3.3897 9.1139 58.2536 0.063
H -2.0174 9.1869 60.0793 0.060
H -1.1238 11.5249 61.2184 0.141
O -6.3769 16.7617 66.5670 -0.007
N -5.6343 16.1774 65.6681 -0.352
O -5.0331 16.8291 64.8839 0.096
C -5.4218 14.6861 65.8072 -0.045
C -6.4443 13.7919 66.5224 0.027
C -6.4045 12.2964 66.3619 -0.017
C -5.3060 11.8005 65.4688 -0.168
C -4.2333 12.4627 65.0864 -0.098
C -4.1678 14.0366 65.1243 0.110
H -7.0401 14.1315 67.2517 0.039
H -7.2609 11.8845 66.8546 0.077
H -5.0718 10.6347 65.4739 0.099
H -3.3185 11.8123 64.5108 0.169
H -3.3825 14.6165 64.7488 0.062
O -0.4003 6.7379 60.0867 -0.008
N -0.1552 5.5080 60.4507 -0.301
O -0.4191 5.2000 61.6028 0.064
C 0.6437 4.5509 59.6722 -0.067
C 1.1888 3.2652 60.3284 0.057
C 1.9120 2.2806 59.4302 0.036
C 1.9505 2.4825 57.8344 0.023
C 1.5173 3.7605 57.3472 -0.026
C 0.7894 4.8097 58.1820 0.092
H 1.1349 3.1783 61.2666 0.000
H 2.1539 1.4144 60.0312 0.072
H 2.1963 1.6300 57.4048 0.029
H 1.6296 3.9017 56.3796 0.033
H 0.4742 5.6663 57.7832 0.043
O -1.8887 8.5052 70.8480 -0.016
N -1.6023 7.7686 69.7716 -0.393
O -0.7793 7.0178 69.6270 0.146
C -2.4874 7.8681 68.6325 -0.085
C -3.7957 8.8410 68.8411 0.118
C -4.6750 8.9869 67.4741 0.014
C -4.4925 7.9546 66.2701 -0.072
C -3.4414 7.0440 66.3459 -0.106
C -2.5299 6.8554 67.5318 0.024
H -3.9417 9.5157 69.6315 0.045
H -5.4518 9.7692 67.3933 0.043
H -5.3608 7.9225 65.5727 0.096
H -3.3762 6.2249 65.6043 0.092
H -1.8506 5.9640 67.5842 0.110
C -5.4515 6.7894 62.1977 -0.056
N -4.3306 7.6670 62.0798 -0.147
C -2.9641 7.1232 61.8542 -0.016
C -4.4605 9.0092 62.4254 -0.293
O -3.5359 9.6886 62.7969 0.032
H -5.7919 6.6255 63.1262 0.021
H -5.0558 5.7844 61.8298 0.107
H -6.3160 7.3028 61.7964 0.091
H -3.0115 6.1688 62.0927 0.016
H -2.2228 7.7477 62.1674 0.042
H -2.8649 7.0695 60.7271 0.090
H -5.2962 9.4005 62.4042 0.057
C -9.6997 5.8174 61.0395 -0.008
N -8.9217 5.0571 62.0690 -0.160
C -8.7507 3.6518 61.8498 -0.049
C -8.7488 5.7981 63.1531 -0.350
O -8.2256 5.3413 64.1897 -0.038
H -9.4392 6.8963 61.0614 0.120
H -10.6704 5.6120 61.1050 0.059
H -9.4155 5.6738 60.1222 -0.019
H -7.7760 3.2423 61.5372 0.080
H -9.7610 3.2044 61.5307 0.127
H -8.9127 3.3830 62.9736 0.116
H -8.9156 6.8144 63.3658 0.125
```

Output
LUMO level in eV: -2.135
Structure (SMILES): O=[N+]([O-])c1ccccc1.O=[N+]([O-])c1ccccc1.O=[N+]([O-])c1ccccc1.O=[N+]([O-])c1ccccc1.O=[N+]([O-])c1ccccc1.O=[N+]([O-])c1ccccc1.O=[N+]([O-])c1ccccc1.CN(C)C=O.CN(C)C=O

No. 8
C4H9NO2 | the ωB97M-V functional and the def2-TZVPD basis

```
16
Properties=species:S:1:pos:R:3:lowdin_charge:R:1
C -1.6374 -1.2370 -0.4403 -0.215
N -0.5268 -0.6252 0.1306 -0.012
C -0.7517 -0.6566 1.5599 0.027
C 0.0408 0.4557 -0.5266 -0.121
C 1.5493 0.6056 -0.4843 -0.239
O 1.8969 1.9417 -0.5118 -0.033
O -2.7574 -1.2253 0.0421 0.169
H -1.2702 -1.6032 -1.5331 0.214
H 0.2361 -0.4772 2.1896 0.164
H -1.6189 0.1302 1.7367 0.191
H -1.1024 -1.6424 1.8619 0.110
H -0.3734 1.4269 -0.3327 0.174
H -0.2220 0.4224 -1.5786 0.147
H 2.0876 0.1161 0.4730 0.177
H 2.0461 0.1498 -1.2671 0.103
H 2.4035 2.2187 -1.3194 0.145
```

Output
LUMO level (alpha / beta) in eV: -4.331 / -8.954
Spin multiplicity: 2
Charge: +1

Q: Which largest force on an atom values were calculated for the entries above? A: 0.090, 0.080, 0.108, 0.027, 0.123, 0.126, 0.330, 0.100, in Eh/bohr.